Entry from the OMol25 dataset: a molecular structure, C7H16ClHfI2NO2P in a non-equilibrium geometry (wB97M-V/def2-TZVPD).

## Properties
- total energy (Eh) = -1925.3992
- HOMO energy (Ha) = -0.6616
- E_LUMO (eV) = -13.9527
- gap between HOMO and LUMO (eV) = 4.050

```
! wB97M-V def2-TZVPD RIJCOSX def2/J DEFGRID3
* xyz 3 1
I 0.26246 0.07457 3.11046
I 1.95409 -0.92555 1.47194
Hf -0.97904 0.20746 -1.73654
P 0.59958 2.06333 -0.77352
C 1.78187 2.84965 0.57463
C 1.81312 2.53096 -2.07359
H -1.26110 3.36953 -1.51141
H 0.00834 4.49382 -1.06205
H -0.91454 3.71898 0.22958
C -0.47664 3.55178 -0.77424
H 1.38342 2.19427 -3.01682
H 1.99002 3.60724 -2.17338
H 2.13969 3.87011 0.30072
H 2.71653 2.28799 0.69379
H 2.79047 2.05637 -1.86645
H 1.29606 3.01153 1.54631
C 2.73261 -1.43599 5.40415
O 2.94666 -1.35985 6.54351
Cl -1.04507 1.28921 -3.83144
C -1.29208 -3.87622 0.37543
N -2.50794 -3.67938 -0.44169
C -3.50722 -4.77970 -0.41078
C -2.71489 -2.59963 -1.20642
O -1.93517 -1.53719 -1.31500
H -1.32475 -4.88454 0.81430
H -1.27498 -3.08972 1.13764
H -0.42378 -3.74858 -0.27657
H -4.46218 -4.44804 0.04536
H -3.73657 -5.16265 -1.42871
H -3.10851 -5.61528 0.16619
H -3.61532 -2.60666 -1.83655
*
```

***

Entry from the OMol25 dataset: a molecular structure, C36H41CdN12S2 (wB97M-V/def2-TZVPD).

## Properties
- total energy (Eh) = -3017.6716
- HOMO energy (Ha) = -0.1594
- E_LUMO (eV) = 1.8445
- gap between HOMO and LUMO (eV) = 6.183

```
! wB97M-V def2-TZVPD RIJCOSX def2/J DEFGRID3
* xyz -1 1
Cd 0.18202 -1.79761 0.86548
C 0.49731 4.91915 -0.37852
N 0.09338 3.60051 -0.80256
C -0.46785 3.55255 -2.12873
C 0.36533 2.46086 -0.05371
N -0.27199 1.35861 -0.07503
C -1.51330 1.14840 -0.66845
C -2.60899 1.89047 -0.29044
C -3.88842 1.61876 -0.80425
C -4.06779 0.60126 -1.69623
C -2.96744 -0.18915 -2.11215
C -3.17301 -1.26416 -3.01487
C -2.13416 -2.07422 -3.36946
C -0.83764 -1.81638 -2.88658
C -0.57683 -0.73303 -2.07599
N 0.74005 -0.46735 -1.66645
C 1.64593 -0.27707 -2.56423
N 1.41962 -0.05877 -3.93479
C 1.94406 -1.04494 -4.85761
C 0.25793 0.64729 -4.41428
N 2.97495 -0.20170 -2.23181
C 3.97605 0.33877 -3.12097
C 3.50147 -0.79900 -1.02213
C -1.66746 0.07858 -1.61108
N 1.49657 2.59827 0.76348
C 1.61582 1.67378 1.88157
C 2.74092 2.79433 0.03419
H -0.34832 5.60754 -0.48049
H 1.32266 5.31858 -0.98340
H 0.81336 4.89727 0.65967
H -1.32923 4.22380 -2.20522
H -0.81685 2.55808 -2.36679
H 0.27691 3.85955 -2.87441
H -2.46237 2.68054 0.43605
H -4.73145 2.21600 -0.47587
H -5.05103 0.36395 -2.08424
H -4.17758 -1.45251 -3.37496
H -2.29645 -2.92486 -4.02059
H -0.01334 -2.46615 -3.15220
H 2.69229 -1.66270 -4.36411
H 2.40399 -0.56525 -5.72855
H 1.14414 -1.70880 -5.20901
H -0.07634 1.35024 -3.66369
H -0.58016 -0.01245 -4.66719
H 0.53872 1.21391 -5.30846
H 3.51809 0.96099 -3.88409
H 4.56245 -0.44791 -3.61185
H 4.67176 0.94606 -2.53538
H 2.69997 -1.11127 -0.37071
H 4.12818 -0.07751 -0.49006
H 4.10302 -1.68503 -1.25076
H 1.71896 2.21953 2.82491
H 2.48574 1.02228 1.76274
H 0.73822 1.04247 1.94284
H 2.58900 3.45346 -0.81862
H 3.13371 1.83804 -0.33749
H 3.49173 3.24641 0.68569
N -1.68019 2.00389 5.12639
C -2.67605 2.68224 4.46004
C -2.75027 2.09623 3.23269
N -1.82890 1.08629 3.12111
C -1.20417 1.04974 4.26580
C -0.15954 0.11127 4.66713
N 0.63965 -0.56693 3.88554
C 1.45286 -1.29603 4.72176
C 1.13382 -1.05510 6.02213
N 0.09931 -0.14530 5.98511
H -1.30248 2.24481 6.02396
H -3.21863 3.49352 4.91276
H -3.42104 2.32692 2.42143
H 2.19836 -1.96843 4.32957
H 1.52244 -1.44574 6.94578
H -0.45443 0.14786 6.76860
S 2.30439 -2.76280 1.76359
C 2.34555 -3.89335 0.44116
S 1.16602 -3.74376 -0.78477
C 3.34472 -4.86362 0.40752
C 3.44342 -5.79147 -0.66752
N 3.56234 -6.55073 -1.52872
C 4.34254 -4.95769 1.41655
N 5.15137 -5.04408 2.23609
C -4.62060 -2.64393 1.87823
C -3.72131 -2.37190 2.90124
C -2.39262 -2.09191 2.60575
C -1.91120 -2.08194 1.29309
C -2.83140 -2.38260 0.28841
C -4.16778 -2.65147 0.56720
H -5.65998 -2.85640 2.10226
H -4.05714 -2.37586 3.93335
H -1.71744 -1.87224 3.42606
H -2.50413 -2.42105 -0.74296
H -4.85388 -2.87090 -0.24442
*
```

***

Entry from the OMol25 dataset: a single C8H14O4S2 molecule in a non-equilibrium geometry (wB97M-V/def2-TZVPD).

## Properties
- structure (SMILES) = CS(=O)(=O)[C@@H]1OC(=O)C[C@@H]1CCCS
- total energy (Eh) = -1410.4173
- HOMO energy (Ha) = -0.3422
- E_LUMO (eV) = 0.1076
- gap between HOMO and LUMO (eV) = 9.418

```
! wB97M-V def2-TZVPD RIJCOSX def2/J DEFGRID3
* xyz 0 1
C -2.06422 -2.76662 2.36331
S -2.02406 -1.14228 1.41585
O -2.36786 -1.47599 -0.01234
O -3.14397 -0.28117 1.96538
C -0.32124 -0.43942 1.68452
O -0.62121 0.76971 2.46602
C -0.83893 1.87885 1.53642
O -1.81974 2.63627 1.47772
C 0.48023 1.80733 0.63678
C 0.50748 0.18992 0.46449
C 0.42646 -0.44378 -1.00323
C 1.75513 -0.03498 -1.82747
C 1.30911 0.82649 -3.12835
S 2.72598 1.82746 -3.81224
H -3.07604 -3.27472 2.24919
H -1.23339 -3.46919 1.97436
H -1.79875 -2.51559 3.45390
H 0.25603 -1.27610 2.20061
H 1.34086 2.00157 1.37548
H 0.56601 2.42656 -0.31267
H 1.59834 -0.06250 0.76699
H -0.51929 -0.05902 -1.54592
H 0.39247 -1.59571 -0.95621
H 2.38556 0.62766 -1.11950
H 2.36282 -0.96370 -2.11717
H 0.48030 1.54696 -2.77385
H 0.86862 0.10759 -3.90281
H 2.37329 3.15443 -3.51925
*
```

***

Entry from the OMol25 dataset: 9 unconnected molecules or ions with the total composition C39H65F5N2O19 in a non-equilibrium geometry (wB97M-V/def2-TZVPD).

## Properties
- structure (SMILES) = CC1(C)CCCC(C)(C)N1O.CC1(C)CCCC(C)(C)N1O.O=C1OC[C@@H](F)O1.O=C1OC[C@@H](F)O1.O=C1OC[C@@H](F)O1.O=C1OC[C@@H](F)O1.O=C1OC[C@@H](F)O1.CC(C)=O.CC(C)=O
- total energy (Eh) = -3563.5133
- HOMO energy (Ha) = -0.2948
- E_LUMO (eV) = 0.2078
- gap between HOMO and LUMO (eV) = 8.231

```
! wB97M-V def2-TZVPD RIJCOSX def2/J DEFGRID3
* xyz 0 1
C 2.77027 17.34021 17.99298
C 4.20615 17.50489 18.49159
C 5.10270 17.55439 17.24540
C 4.28634 18.78858 19.30916
C 5.52777 18.85176 20.17579
C 5.63846 17.64702 21.09935
C 5.61405 16.32456 20.33283
C 7.00197 16.07768 19.76744
C 5.22220 15.21562 21.32224
N 4.52790 16.37092 19.36045
O 4.38978 15.16059 18.64154
H 2.40974 18.26275 17.53862
H 2.70850 16.52602 17.27158
H 2.09648 17.08412 18.81612
H 4.83413 18.45209 16.68141
H 6.16350 17.61746 17.49182
H 4.94781 16.67048 16.63616
H 4.37462 19.60806 18.59051
H 3.39070 18.90545 19.91872
H 6.42806 19.02111 19.57473
H 5.49555 19.75382 20.80070
H 4.78808 17.68269 21.78632
H 6.55305 17.70185 21.68936
H 7.75390 15.83989 20.52070
H 7.36670 16.91888 19.17484
H 7.02426 15.23564 19.06317
H 5.96294 15.07446 22.11159
H 5.07656 14.27347 20.79444
H 4.25971 15.44483 21.78276
H 3.59604 14.75461 19.00450
C 13.72923 13.00527 14.33959
C 14.25950 12.89556 15.76287
C 15.78560 13.07495 15.70171
C 13.60543 13.96840 16.61752
C 13.78665 13.79325 18.11457
C 13.35227 12.40411 18.52681
C 13.98539 11.27183 17.71066
C 15.44059 11.07540 18.19724
C 13.19986 9.99156 17.99255
N 13.84997 11.59959 16.29884
O 14.33877 10.53853 15.49989
H 12.66052 12.82352 14.22435
H 13.98787 13.99551 13.95428
H 14.21963 12.27113 13.69536
H 16.21144 12.99116 16.70232
H 16.26493 12.27811 15.13034
H 16.07885 14.03540 15.27700
H 13.94451 14.96588 16.32042
H 12.52892 13.95206 16.41123
H 14.80710 14.03458 18.43978
H 13.19779 14.54169 18.65408
H 12.26062 12.39360 18.39293
H 13.46350 12.20224 19.59543
H 15.82409 12.00770 18.61489
H 16.10353 10.70292 17.42047
H 15.45850 10.37316 19.03586
H 13.06336 9.88684 19.07178
H 13.75736 9.12608 17.63569
H 12.21076 10.00533 17.53873
H 13.56708 10.30824 14.96585
O 10.17672 14.30838 17.81419
C 9.89485 15.03257 16.91634
O 10.18804 14.81912 15.62470
C 9.80187 15.96826 14.87093
C 8.83502 16.67566 15.79348
F 7.54607 16.23929 15.54200
O 9.19059 16.19418 17.05414
H 10.66841 16.54744 14.55516
H 9.29403 15.62039 13.97140
H 8.83117 17.75397 15.70660
O 11.46581 10.30981 14.11020
C 10.77213 10.48282 15.06060
O 10.33419 11.66499 15.52193
C 9.77889 11.43173 16.81321
C 9.32493 9.98626 16.71813
F 8.06698 9.90621 16.17928
O 10.23710 9.45561 15.78539
H 10.54011 11.55110 17.58199
H 8.93256 12.07162 17.02545
H 9.33843 9.45154 17.66204
O 7.76702 12.94028 13.26431
C 7.10183 13.32562 14.16165
O 5.89278 13.91366 14.04065
C 5.35869 14.18601 15.32294
C 6.38986 13.62415 16.30165
F 5.92046 12.51254 16.95223
O 7.45222 13.24764 15.47669
H 5.21401 15.25584 15.46030
H 4.37972 13.72336 15.44826
H 6.72570 14.32911 17.05836
O 8.12710 17.97509 13.18335
C 8.01906 17.38465 12.16029
O 7.37144 16.22409 12.00460
C 7.57005 15.74467 10.67376
C 8.23508 16.92022 9.96115
F 7.36949 17.48352 9.04449
O 8.50294 17.83357 10.96757
H 8.21959 14.86993 10.68265
H 6.61601 15.43898 10.25228
H 9.12562 16.63963 9.40846
O 10.38638 19.91921 15.69066
C 9.37318 20.52832 15.66212
O 9.23534 21.82416 15.31176
C 7.93138 22.24079 15.71121
C 7.15318 20.94147 15.70525
F 6.66254 20.68935 14.45683
O 8.15585 19.99591 15.98637
H 8.00386 22.62657 16.73369
H 7.48282 23.01713 15.10075
H 6.35731 20.84008 16.43725
C 12.83120 14.35824 10.89305
C 11.37896 14.55348 11.24645
C 10.76352 13.57842 12.21218
O 10.79323 15.55843 10.89780
H 13.19510 13.36153 11.13941
H 13.41806 15.08618 11.45395
H 12.99683 14.51383 9.82663
H 9.67991 13.54054 12.10387
H 10.97167 13.90364 13.23275
H 11.15845 12.57402 12.06638
C 6.77486 11.89238 20.52993
C 8.24790 11.60176 20.33333
C 9.16995 12.76616 20.60149
O 8.63588 10.53782 19.90517
H 6.52290 12.75264 19.90639
H 6.61212 12.13485 21.57958
H 6.18772 11.04944 20.17518
H 8.76511 13.66589 20.14300
H 10.15489 12.56036 20.18507
H 9.27535 12.92044 21.67774
*
```

***

Entry from the OMol25 dataset: a single C4H10N2O molecule in a non-equilibrium geometry (wB97M-V/def2-TZVPD).

## Properties
- structure (SMILES) = C=NN(C)CCO
- total energy (Eh) = -343.0559
- HOMO energy (Ha) = -0.3062
- E_LUMO (eV) = 0.8527
- gap between HOMO and LUMO (eV) = 9.185

```
! wB97M-V def2-TZVPD RIJCOSX def2/J DEFGRID3
* xyz 0 1
C 2.10721 -0.66598 -0.35458
N 1.04229 -1.05906 0.24793
N -0.18644 -0.89755 -0.30062
C -1.21523 -1.64555 0.39626
C -0.53349 0.47206 -0.67836
C -0.33068 1.38336 0.53565
O -0.23834 2.74301 0.22284
H 3.04391 -1.09095 -0.03138
H 2.15156 0.12223 -1.09985
H -0.79796 -2.61990 0.64941
H -2.08231 -1.75962 -0.26026
H -1.55323 -1.16403 1.32064
H -1.55623 0.52947 -1.06728
H 0.21353 0.73745 -1.45073
H -1.13490 1.27347 1.26219
H 0.62495 0.76712 1.05278
H 0.44536 2.87447 -0.44463
*
```